# C3H12AlBNO

C3H12AlBNO as an isolated structure at a distorted geometry (ωB97M-V with the def2-TZVPD basis set, the Open Molecules 2025 dataset).

LUMO = 3.385 eV
total charge = -1
molecular weight = 115.93 g mol⁻¹
highest occupied orbital energy = -4.1 eV
frontier orbital gap = 7.50 eV
multiplicity = 1

Each line ends with the Löwdin charge.
Positions of all 19 atoms, in Å:
C (-0.693, 1.829, -1.108)  -0.2008
C (-0.769, 0.364, -1.841)  -0.3561
C (0.524, -0.611, -1.586)  -0.3644
Al (1.466, -0.365, 0.218)  0.2260
B (0.310, -0.769, 1.871)  -0.6258
N (-0.928, -1.648, 1.896)  0.0136
O (0.755, -0.168, 3.172)  -0.1061
H (-1.772, 2.320, -1.241)  0.0598
H (-0.497, 1.802, 0.045)  0.0427
H (0.047, 2.593, -1.650)  0.0816
H (-1.788, -0.224, -1.634)  0.0984
H (-0.791, 0.583, -3.014)  0.0830
H (0.132, -1.727, -1.733)  0.0494
H (1.299, -0.385, -2.442)  0.0388
H (1.959, 1.163, 0.385)  -0.0966
H (2.763, -1.279, 0.200)  -0.1246
H (-0.567, -2.602, 2.193)  0.0641
H (-1.494, -1.318, 2.730)  0.0416
H (0.045, 0.442, 3.539)  0.0755